1.
19
Properties=species:S:1:pos:R:3:forces:R:3 method="wB97M-V/def2-TZVPD" total_charge=-1
Br 6.691 -14.797 7.536 0.241 -0.125 -0.163
O 5.528 -11.806 7.894 -0.279 1.168 -0.145
H 5.815 -12.705 7.740 0.209 -0.700 -0.084
H 5.008 -11.809 8.696 -0.045 -0.085 0.112
O 9.547 -12.997 8.665 1.234 1.332 0.480
H 8.761 -13.469 8.461 -1.200 -0.948 -0.371
H 10.298 -13.576 8.558 -0.052 -0.370 -0.081
O 6.016 -13.865 10.493 0.250 -0.296 0.068
H 5.297 -13.314 10.220 -0.826 0.668 0.278
H 6.266 -14.181 9.606 0.507 -0.414 0.159
O 3.926 -16.018 6.164 0.243 0.353 -0.118
H 4.724 -15.801 6.687 -0.230 0.009 -0.268
H 3.503 -16.740 6.617 -0.127 -0.363 0.278
O 9.306 -14.869 5.433 1.395 -0.181 -0.021
H 8.712 -14.696 6.158 -1.050 0.133 0.393
H 10.143 -14.983 5.917 -0.306 0.014 -0.537
O 6.908 -18.010 8.178 0.313 0.068 0.068
H 5.996 -18.033 8.440 -0.760 -0.458 0.226
H 7.011 -17.047 8.140 0.484 0.195 -0.275

***

2.
14
Properties=species:S:1:pos:R:3:forces:R:3 method="wB97M-V/def2-TZVPD" total_charge=+1
N 1.106 1.345 -1.025 0.058 2.790 0.933
H 2.102 1.162 -1.098 0.068 -0.211 -0.227
H 0.462 0.531 -1.214 -0.371 -0.782 -0.569
H 0.922 1.628 -0.031 0.266 -0.116 -1.121
H 0.856 2.173 -1.637 0.370 -1.251 0.765
C -1.376 -0.763 -0.625 -1.089 0.150 2.058
N -1.074 -0.732 0.721 -0.449 -0.389 -1.580
C 0.228 -0.740 1.347 0.640 0.699 -0.476
O -0.642 -0.396 -1.535 0.020 -0.571 0.164
H -2.445 -1.091 -0.773 1.003 0.330 -0.243
H -1.832 -0.904 1.351 -0.421 -0.244 -0.069
H 0.952 -1.262 0.707 -0.169 0.032 0.225
H 0.155 -1.248 2.309 0.123 0.111 -0.130
H 0.587 0.297 1.504 -0.048 -0.548 0.269

***

3.
18
Properties=species:S:1:pos:R:3:forces:R:3 method="wB97M-V/def2-TZVPD" total_charge=+1
C 1.637 -0.239 0.472 -1.620 -0.946 3.550
C 1.495 1.093 -0.189 -1.772 -0.693 -0.592
C 0.107 -0.326 1.563 3.421 -0.407 -5.620
C 0.162 1.019 -0.869 -2.474 -0.293 -2.377
C -1.874 -1.321 -0.810 -0.801 2.590 2.112
O -2.113 0.814 0.638 -0.873 1.251 0.337
S -1.015 0.043 0.148 -0.556 0.283 1.558
H 1.500 -1.175 -0.072 -0.087 0.530 -0.867
H 2.483 -0.497 1.117 -0.084 0.786 0.004
H 1.420 1.985 0.379 0.422 0.323 1.602
H 2.095 1.394 -0.986 2.001 -0.183 -1.191
H 0.196 -1.293 1.931 -0.652 -1.727 0.644
H 0.111 0.440 2.263 -0.461 1.565 1.012
H -0.360 1.999 -1.001 0.273 -0.751 0.269
H 0.108 0.536 -1.910 0.494 0.482 1.458
H -2.753 -0.800 -1.303 1.345 -0.683 0.535
H -2.118 -2.023 -0.040 -0.575 -0.433 0.348
H -1.079 -1.651 -1.332 1.997 -1.694 -2.779

***

Respective energy above the lowest of the compared OMol25 structures with the same formula, charge and spin values: 13.35; 20.45; 58.69 kcal/mol.